Entry 1:
Here is 3 unconnected molecules or ions with the total composition C3H8N5 from the OMol25 dataset. Energies are from wB97M-V/def2-TZVPD.

Results
**HOMO level**: -0.493 Ha
**Energy relative to the best compared isomer or geometry (same formula, charge and spin)**: 5.724 eV
**Lowest unoccupied orbital energy**: -4.7 eV
**Spin multiplicity**: 1
**E**: -10678.7569 eV
**Total charge**: +1

Each line ends with the Mulliken charge.
Positions of all 16 atoms, in Å:
C  -3.2250  0.0608  -1.0225  -0.43
C  2.1989  -1.5614  0.1361  0.33
C  -2.5540  -0.8094  -0.4783  -0.20
N  -1.1157  1.8881  -0.9644  -0.46
N  1.5158  -0.6878  -0.1739  -0.46
N  2.8345  -2.5740  0.6273  -0.44
N  0.4653  1.6656  0.6307  -0.43
N  -0.7277  1.9483  0.2552  0.60
H  -4.0777  0.4503  -1.5751  0.34
H  -0.3873  1.6467  -1.6518  0.29
H  -1.7816  -1.2330  0.1729  0.33
H  3.8416  -2.3921  1.0739  0.30
H  2.5565  -3.5012  0.4820  0.24
H  0.8002  1.7737  1.5619  0.28
H  1.0748  0.9270  0.1051  0.44
H  -1.4185  2.3985  0.8209  0.26

Force components x, y, z for each atom (eV/Å):
C -0.221 -2.344 0.315
C -0.925 0.193 0.251
C 0.128 1.910 0.162
N -0.228 0.825 2.282
N 0.234 0.587 -0.518
N 4.542 1.154 1.992
N 2.816 -1.274 0.058
N -0.257 0.005 -5.451
H 0.786 0.183 0.339
H 0.194 -0.412 0.752
H -0.820 -0.045 -0.781
H -3.179 -0.701 -1.486
H -0.417 -1.278 -0.321
H -0.683 0.463 0.952
H -1.556 0.692 0.228
H -0.414 0.042 1.226


Entry 2:
Here is a gas-phase ion, C3H8NO (charge -2) from the OMol25 dataset. Energies are from wB97M-V/def2-TZVPD.

Results
**HOMO level (alpha / beta)**: 0.162 / 0.018 Ha
**Energy relative to the best compared isomer or geometry (same formula, charge and spin)**: 1.408 eV
**Lowest unoccupied orbital energy (alpha / beta)**: 7.3 / 7.2 eV
**Spin multiplicity**: 2
**E**: -6771.7910 eV
**Total charge**: -2

Each line ends with the Mulliken spin population.
Positions of all 13 atoms, in Å:
C  1.0114  -0.3579  -0.2102  -0.21
N  -0.1701  -0.0320  0.5453  -0.23
C  -1.4727  0.1529  -0.2427  0.16
O  -1.8670  1.2648  -0.8244  -0.04
C  2.1657  -0.8144  0.7125  3.40
H  1.1633  0.5613  -0.9137  0.04
H  0.8437  -1.2213  -0.9199  -0.23
H  0.0351  0.7531  1.0441  -0.07
H  -1.3594  -0.8822  -0.9840  0.00
H  -2.1486  -0.2871  0.3672  -0.01
H  1.6314  -1.2367  1.5174  -0.43
H  2.8170  -1.6412  0.2780  -0.83
H  2.9180  0.1759  0.8307  -0.58

Force components x, y, z for each atom (eV/Å):
C 0.203 0.294 -2.492
N -1.482 -2.701 -1.695
C 2.276 -1.585 -2.959
O 0.743 0.282 0.147
C 2.340 2.714 -2.389
H 0.787 -1.464 0.895
H -0.440 0.846 0.759
H 0.427 2.816 1.740
H 0.083 1.749 0.569
H -2.794 -1.012 2.764
H 0.094 -0.196 1.697
H -0.535 0.924 0.322
H -1.701 -2.668 0.642


Entry 3:
Here is a gas-phase ion, C3H8NO (charge +1) from the OMol25 dataset. Energies are from wB97M-V/def2-TZVPD.

Results
**SMILES**: CC(=[NH2+])CO
**HOMO level**: -0.575 Ha
**Energy relative to the best compared isomer or geometry (same formula, charge and spin)**: 1.401 eV
**Lowest unoccupied orbital energy**: -5.2 eV
**Spin multiplicity**: 1
**E**: -6769.7683 eV
**Total charge**: +1

Each line ends with the Mulliken charge.
Positions of all 13 atoms, in Å:
C  -0.4348  -0.2215  0.0191  0.82
C  1.0798  -0.7174  0.4113  -0.49
C  -0.4406  1.1649  0.2452  -1.23
N  -1.5102  -0.7510  -0.4978  -0.30
O  2.0450  -0.0735  -0.3205  -0.46
H  1.2978  -0.4664  1.5258  0.33
H  1.0841  -1.8469  0.2881  0.37
H  -1.0992  1.8523  -0.4200  0.36
H  0.5326  1.5074  0.2005  0.38
H  -0.6935  1.6892  1.2048  0.36
H  -2.2470  -0.1419  -0.5793  0.24
H  -1.5196  -1.7471  -0.7863  0.29
H  1.9055  -0.2480  -1.2908  0.35

Force components x, y, z for each atom (eV/Å):
C 0.843 -0.367 0.777
C -1.506 -2.658 1.026
C -3.000 4.926 0.071
N 4.346 -2.986 0.750
O -0.477 0.148 -1.774
H -0.905 -0.380 -1.884
H 0.250 1.172 0.204
H 0.982 -1.532 0.519
H 2.181 0.854 -0.655
H -0.209 -1.549 0.043
H -2.544 1.236 -0.651
H -0.476 0.981 0.283
H 0.516 0.155 1.291


Entry 4:
Here is 2 unconnected molecules or ions with the total composition C3H8NO from the OMol25 dataset. Energies are from wB97M-V/def2-TZVPD.

Results
**HOMO level**: -0.546 Ha
**Energy relative to the best compared isomer or geometry (same formula, charge and spin)**: 2.136 eV
**Lowest unoccupied orbital energy**: -5.8 eV
**Spin multiplicity**: 1
**E**: -6769.0333 eV
**Total charge**: +1

Each line ends with the Mulliken charge.
Positions of all 13 atoms, in Å:
C  0.9842  -0.2559  0.6542  0.03
C  0.4041  -0.2666  1.9252  -0.63
C  1.0507  1.0707  -1.4356  -0.13
N  0.4275  0.2955  -0.5289  0.04
H  2.0150  -0.6186  0.4783  0.33
H  -0.6615  -0.1712  2.1148  0.22
H  1.0549  -0.3652  2.7406  0.28
H  0.3707  1.2989  -2.2597  0.30
H  2.0974  1.0115  -1.3045  0.29
H  -0.4064  -0.0575  -0.9351  0.27
H  -2.6774  -0.4789  0.3582  0.32
H  -1.9860  -1.4540  -0.5767  0.34
O  -2.1792  -0.5654  -0.4721  -0.67

Force components x, y, z for each atom (eV/Å):
C 0.208 -0.160 2.861
C 0.289 0.177 -4.495
C -2.662 -3.920 2.726
N 1.966 1.858 -2.761
H -0.476 0.692 0.501
H 0.249 0.543 -0.159
H 0.729 -0.778 0.988
H 0.946 0.454 -0.094
H 1.217 1.446 -0.291
H -2.222 0.015 0.854
H 0.130 -0.070 -0.493
H 0.176 -3.009 -0.250
O -0.550 2.752 0.613


Entry 5:
Here is 2 unconnected molecules or ions with the total composition C3H8NO from the OMol25 dataset. Energies are from wB97M-V/def2-TZVPD.

Results
**HOMO level**: -0.579 Ha
**Energy relative to the best compared isomer or geometry (same formula, charge and spin)**: 4.261 eV
**Lowest unoccupied orbital energy**: -4.6 eV
**Spin multiplicity**: 1
**E**: -6766.9085 eV
**Total charge**: +1

Each line ends with the Mulliken charge.
Positions of all 13 atoms, in Å:
C  0.3391  1.7924  0.3650  -0.39
C  -0.3182  0.7387  -0.5829  -0.03
C  1.4768  -0.8427  0.0362  -0.76
N  0.5806  0.2951  0.1606  0.17
O  -2.0306  -1.0855  -0.0558  -0.67
H  0.9575  2.6286  0.0610  0.27
H  -0.0394  2.1225  1.2283  0.29
H  -0.7676  0.3120  -1.5109  0.41
H  1.6971  -1.4016  1.0333  0.28
H  1.1692  -1.4465  -0.7160  0.34
H  2.3896  -0.3674  -0.1545  0.41
H  -2.6153  -1.9741  0.5256  0.36
H  -2.8388  -0.7716  -0.3898  0.33

Force components x, y, z for each atom (eV/Å):
C 0.386 -2.112 -3.749
C 0.688 1.043 0.515
C 1.263 0.845 4.840
N -0.307 0.742 -0.238
O -1.713 -5.242 3.624
H 0.841 -0.766 -1.190
H -2.305 -0.001 3.456
H 0.045 0.822 0.972
H -1.032 1.002 -1.667
H -1.065 -1.839 -2.194
H 1.677 0.344 -0.733
H 3.278 3.849 -2.421
H -1.756 1.312 -1.215


Entry 6:
Here is a gas-phase ion, C3H8NO (charge +1) from the OMol25 dataset. Energies are from wB97M-V/def2-TZVPD.

Results
**SMILES**: C[C@H]([NH3+])C=O
**HOMO level**: -0.566 Ha
**Energy relative to the best compared isomer or geometry (same formula, charge and spin)**: 0.070 eV
**Lowest unoccupied orbital energy**: -3.9 eV
**Spin multiplicity**: 1
**E**: -6771.0994 eV
**Total charge**: +1

Each line ends with the Mulliken charge.
Positions of all 13 atoms, in Å:
O  0.3634  -1.7046  1.4669  -0.46
C  0.9601  -0.8971  0.8116  0.04
C  0.2455  -0.1080  -0.2750  0.17
C  0.3436  1.3957  -0.1328  -1.24
N  -1.1615  -0.6092  -0.2690  -0.32
H  2.0437  -0.7745  0.9045  0.38
H  0.6928  -0.4218  -1.2100  0.27
H  -0.4654  1.7753  0.4881  0.37
H  1.3596  1.6888  0.1377  0.35
H  0.1542  1.8851  -1.0930  0.37
H  -1.1703  -1.4709  0.3035  0.35
H  -1.8554  0.0547  0.0779  0.34
H  -1.5103  -0.8136  -1.2104  0.37

Force components x, y, z for each atom (eV/Å):
O -0.192 -0.095 0.100
C 0.015 -0.348 -0.001
C 0.268 0.041 0.119
C -0.391 0.330 -0.991
N -0.682 0.001 -0.889
H 0.113 0.323 0.048
H 0.116 -0.117 -0.303
H 0.491 0.113 0.705
H -0.310 0.068 0.453
H 0.115 -0.206 -0.080
H -0.093 0.040 0.259
H 0.255 0.081 0.532
H 0.297 -0.230 0.048


Entry 7:
Here is a gas-phase ion, C3H8NO2 (charge -1) from the OMol25 dataset. Energies are from wB97M-V/def2-TZVPD.

Results
**SMILES**: N[C@H](C[O-])CO
**HOMO level**: -0.095 Ha
**Energy relative to the best compared isomer or geometry (same formula, charge and spin)**: 3.635 eV
**Lowest unoccupied orbital energy**: 4.2 eV
**Spin multiplicity**: 1
**E**: -8824.1575 eV
**Total charge**: -1

Each line ends with the Mulliken charge.
Positions of all 14 atoms, in Å:
N  -0.5111  -1.0245  1.0969  -0.88
C  -0.4773  -0.1072  -0.1019  0.19
C  0.3409  1.1787  0.3820  -0.56
O  0.1687  1.2775  1.8580  -0.61
C  0.2088  -0.4048  -1.4611  -0.69
O  -0.1309  0.4435  -2.3374  -0.80
H  0.5296  -1.2242  1.0677  0.24
H  -0.6077  -1.9915  0.6717  0.32
H  -1.5320  0.0695  -0.3401  0.28
H  -0.0822  1.9625  -0.1503  0.33
H  1.3944  1.1422  0.0953  0.28
H  -0.4395  0.5768  2.0855  0.44
H  -0.1134  -1.4569  -1.6684  0.22
H  1.2518  -0.4415  -1.1979  0.25

Force components x, y, z for each atom (eV/Å):
N 3.079 -2.761 -2.571
C 0.304 1.758 0.955
C -1.768 -2.498 2.013
O 0.933 1.516 -1.452
C -1.173 -2.537 1.975
O -0.610 2.483 -2.481
H -0.559 0.743 1.369
H -1.375 0.990 0.391
H 0.213 0.614 -0.012
H -0.777 1.911 -0.501
H 0.028 -0.412 0.414
H -0.175 -0.472 0.010
H 0.137 -0.892 -0.273
H 1.742 -0.441 0.163


Entry 8:
Here is 2 unconnected molecules or ions with the total composition C3H8NO2 from the OMol25 dataset. Energies are from wB97M-V/def2-TZVPD.

Results
**HOMO level (alpha / beta)**: 0.036 / -0.133 Ha
**Energy relative to the best compared isomer or geometry (same formula, charge and spin)**: 1.193 eV
**Lowest unoccupied orbital energy (alpha / beta)**: 4.6 / 4.0 eV
**Spin multiplicity**: 3
**E**: -8819.8285 eV
**Total charge**: -1

Each line ends with the Mulliken spin population.
Positions of all 14 atoms, in Å:
C  1.0838  1.2736  -0.6870  -0.08
C  -1.5155  -0.1100  0.2634  0.24
C  1.1683  -0.1485  -0.1913  0.81
N  -0.4796  -0.2749  1.1952  0.82
O  -0.4855  -1.7236  1.5266  -0.04
O  0.8559  -1.1814  -0.9108  0.23
H  0.6266  2.0034  -0.0808  0.02
H  2.0303  1.8056  -1.0051  0.09
H  0.4456  1.1571  -1.5198  -0.01
H  -2.4705  -0.3834  0.6478  -0.07
H  -1.5526  0.8455  -0.1087  -0.02
H  -1.3689  -0.8490  -0.5266  0.03
H  1.9295  -0.3097  0.7185  -0.03
H  -0.2675  -2.1045  0.6785  0.03

Force components x, y, z for each atom (eV/Å):
C 1.531 -1.287 -0.739
C -0.143 -2.593 -0.653
C 4.721 0.512 0.309
N -1.521 -2.326 3.017
O -0.232 2.223 0.739
O -0.400 0.266 0.203
H -0.920 0.870 1.634
H -0.352 -0.604 -0.067
H -0.656 0.297 -1.520
H -1.079 -0.069 0.982
H 0.090 2.394 -0.909
H -0.002 0.394 -0.480
H -1.481 0.250 -1.498
H 0.443 -0.327 -1.019


Entry 9:
Here is a single C3H8NO2 molecule from the OMol25 dataset. Energies are from wB97M-V/def2-TZVPD.

Results
**HOMO level (alpha / beta)**: -0.159 / -0.295 Ha
**Energy relative to the best compared isomer or geometry (same formula, charge and spin)**: 1.558 eV
**Lowest unoccupied orbital energy (alpha / beta)**: 0.6 / 0.2 eV
**Spin multiplicity**: 2
**E**: -8822.1270 eV
**Total charge**: 0

Each line ends with the Mulliken spin population.
Positions of all 14 atoms, in Å:
O  1.4103  0.3813  -1.4756  0.29
C  0.5186  -0.4767  -1.2881  0.41
C  -0.0095  -0.7575  0.0969  0.04
C  0.4186  0.2347  1.1817  0.07
O  -0.3921  1.3845  1.0456  -0.07
N  -1.5580  -0.7236  0.1201  0.56
H  0.3853  -1.2639  -2.0514  0.01
H  0.3634  -1.7403  0.3966  0.02
H  0.2328  -0.2675  2.1356  -0.03
H  1.4674  0.4947  1.0579  0.01
H  -0.1221  2.1421  1.5893  0.02
H  -1.7993  0.1448  0.6174  -0.02
H  -2.1404  -1.4793  0.5189  -0.15
H  -1.9533  -0.6065  -0.8316  -0.16

Force components x, y, z for each atom (eV/Å):
O 0.169 0.589 0.104
C -0.115 -0.035 0.095
C 1.060 0.134 -0.443
C 0.102 -0.168 -0.245
O -0.559 0.631 0.161
N -1.422 -0.109 -0.257
H -0.304 -0.151 0.292
H -0.751 -0.379 0.215
H 0.182 0.245 0.248
H 0.094 -0.208 -0.095
H 0.151 -0.661 -0.222
H -0.011 0.126 -0.072
H 0.710 -0.190 0.371
H 0.695 0.176 -0.152


Entry 10:
Here is a molecular structure, C3H8NO2 from the OMol25 dataset. Energies are from wB97M-V/def2-TZVPD.

Results
**HOMO level (alpha / beta)**: -0.537 / -0.507 Ha
**Energy relative to the best compared isomer or geometry (same formula, charge and spin)**: 7.606 eV
**Lowest unoccupied orbital energy (alpha / beta)**: -5.0 / -4.7 eV
**Spin multiplicity**: 1
**E**: -8812.3464 eV
**Total charge**: +1

Each line ends with the Mulliken charge.
Positions of all 14 atoms, in Å:
C  1.5968  -1.2190  -1.3108  -0.04
C  0.5250  -0.2099  -0.0107  0.16
C  -1.5467  0.8407  1.0909  -0.68
N  -0.6083  0.7474  -0.0140  0.00
O  0.4364  -1.5443  -0.4713  -0.36
O  1.4890  0.1502  -0.9659  -0.33
H  2.4388  -1.8836  -1.0252  0.24
H  1.4852  -1.6244  -2.3084  0.24
H  0.8953  0.3065  2.0981  0.15
H  -1.0335  1.0275  1.9910  0.34
H  -2.1925  1.7135  0.9042  0.31
H  -2.0293  -0.1579  1.0721  0.28
H  -0.3112  1.6781  -0.3715  0.37
H  -1.1451  0.1751  -0.6786  0.30

Force components x, y, z for each atom (eV/Å):
C -0.190 -2.691 0.528
C 3.146 -0.466 0.766
C -1.145 -0.475 0.063
N -0.110 -1.205 -2.104
O -0.591 2.219 0.907
O -0.333 -0.085 0.852
H 0.167 1.427 1.026
H -0.865 1.311 -0.861
H -0.019 -0.678 -1.733
H 0.716 -0.030 1.185
H -0.112 -0.745 -0.087
H -0.281 0.971 0.674
H 0.040 -0.853 -0.127
H -0.423 1.301 -1.091